[1]
A 6-piece molecular cluster, C16H44O16S5 overall in a non-equilibrium geometry. Source: OMol25; level of theory: wB97M-V/def2-TZVPD.

Geometry as ORCA input:
```
! RIJCOSX wB97M-V def2-TZVPD def2/J DEFGRID3
* xyz 0 1
O 2.1154 -17.8256 -0.9171
S 3.5654 -18.0363 -0.8879
O 4.1479 -19.3669 -0.5394
O 4.1335 -17.6836 -2.4400
C 5.4736 -17.9472 -2.8619
C 5.5225 -19.1927 -3.7557
C 4.3643 -16.7457 0.0145
H 6.1557 -18.1526 -2.0368
H 5.9093 -17.1705 -3.4904
H 5.0742 -20.1207 -3.4006
H 6.5456 -19.4177 -4.0567
H 5.0331 -19.0401 -4.7176
H 3.8840 -15.8104 -0.2731
H 5.4353 -16.8161 -0.1755
H 4.1348 -16.7654 1.0799
O 8.9182 -18.3059 -8.4464
S 8.4806 -17.5214 -7.2582
O 9.2556 -17.4646 -6.0449
O 8.0717 -16.0667 -7.7989
C 7.5193 -16.0319 -9.1472
C 7.5050 -14.5454 -9.5916
C 6.8343 -18.1795 -6.8982
H 6.5916 -16.5829 -9.3017
H 8.1990 -16.5409 -9.8306
H 7.3735 -14.4664 -10.6707
H 8.4760 -14.1043 -9.3667
H 6.6666 -14.0279 -9.1253
H 6.3448 -18.3552 -7.8562
H 6.4191 -17.2968 -6.4119
H 6.7717 -19.0726 -6.2764
O 13.5552 -13.2465 -11.0812
S 13.4097 -14.3637 -12.0119
O 14.3542 -15.4739 -11.9431
O 11.8060 -14.9235 -11.9096
C 11.7847 -16.2873 -11.5692
C 10.4016 -16.8380 -12.0169
C 13.3437 -13.6880 -13.8703
H 11.7666 -16.3232 -10.4799
H 12.5079 -17.0285 -11.9092
H 10.2985 -17.0105 -13.0882
H 9.6162 -16.1576 -11.6879
H 10.2213 -17.6446 -11.3063
H 13.2271 -12.6061 -13.9328
H 12.5083 -14.1982 -14.3497
H 14.2902 -13.9526 -14.3418
O 3.1081 -14.3565 -12.6421
S 3.0650 -12.9439 -12.2016
O 2.6640 -11.8880 -13.1545
O 2.1635 -12.7758 -10.7870
C 0.7804 -12.3733 -10.7735
C -0.0703 -13.6848 -11.0380
C 4.7809 -12.4702 -11.5821
H 0.4812 -11.4792 -11.3204
H 0.4951 -12.1997 -9.7360
H -0.1292 -14.2632 -10.1160
H 0.3966 -14.2864 -11.8178
H -1.0916 -13.5769 -11.4033
H 5.2106 -13.3869 -11.1780
H 4.6475 -11.6188 -10.9148
H 5.2692 -11.9658 -12.4158
O 13.2262 -15.9865 -6.1323
S 12.6383 -14.6410 -6.1550
O 12.2485 -14.0558 -4.8393
O 13.7853 -13.6384 -6.9064
C 14.1024 -13.9012 -8.2637
C 15.6270 -13.8281 -8.5591
C 11.1898 -14.7200 -7.4061
H 13.5114 -13.0807 -8.6704
H 13.7716 -14.8595 -8.6643
H 16.1430 -12.9059 -8.2919
H 15.8391 -13.9474 -9.6216
H 16.1471 -14.6162 -8.0146
H 10.3378 -15.0628 -6.8190
H 11.4271 -15.4509 -8.1791
H 10.9214 -13.7632 -7.8541
C 10.3582 -11.0438 -9.3734
O 9.2944 -11.5854 -8.5648
H 11.2553 -10.9838 -8.7572
H 10.4304 -11.8306 -10.1244
H 10.0555 -10.1284 -9.8818
H 9.0327 -11.1799 -7.7349
*
```

Results
ΔE to the lowest compared entry with this formula, charge and spin in kJ/mol: 119.3
Largest force on an atom in hartree/bohr: 0.0817
Molar mass in g mol⁻¹: 652.85
E_LUMO in Ha: 0.0011
E_HOMO in eV: -10.441

Per-atom Mulliken charges, elementary charge units: -0.584, 1.148, -0.597, -0.349, -0.144, -1.113, -0.844, 0.268, 0.271, 0.398, 0.341, 0.253, 0.323, 0.299, 0.369, -0.663, 1.203, -0.563, -0.237, -0.138, -0.966, -1.111, 0.375, 0.165, 0.362, 0.018, 0.404, 0.351, 0.355, 0.398, -0.555, 1.172, -0.617, -0.247, 0.110, -1.157, -0.971, -0.019, 0.413, 0.363, 0.101, 0.432, 0.315, 0.316, 0.355, -0.590, 1.121, -0.617, -0.250, -0.343, -0.869, -0.824, 0.347, 0.231, 0.275, 0.243, 0.343, 0.168, 0.355, 0.413, -0.613, 1.191, -0.617, -0.415, 0.249, -1.344, -0.748, 0.224, 0.189, 0.337, 0.302, 0.366, 0.404, 0.118, 0.324, -0.412, -0.494, 0.253, 0.112, 0.302, 0.266


[2]
A 6-piece molecular cluster, C16H44O6 overall in a non-equilibrium geometry. Source: OMol25; level of theory: wB97M-V/def2-TZVPD.

Geometry as ORCA input:
```
! RIJCOSX wB97M-V def2-TZVPD def2/J DEFGRID3
* xyz 0 1
C 14.0023 21.1582 13.3179
O 13.6975 20.4382 14.4783
H 15.0195 20.8442 12.9885
H 14.0238 22.2576 13.5151
H 13.2166 20.9727 12.5270
H 13.9863 19.5138 14.3307
C 12.8933 15.8116 12.9136
C 13.4769 17.1572 12.7541
C 12.5514 18.1157 11.9648
O 13.7649 17.7734 13.8060
H 11.8521 15.9200 13.3215
H 13.4552 15.2052 13.6219
H 12.8665 15.4054 11.8827
H 14.4414 17.1581 12.2220
H 13.0589 18.9408 11.4955
H 11.7617 18.4214 12.6513
H 12.1093 17.6377 11.1127
H 12.9529 17.6800 14.3227
C 9.7708 20.9409 16.3745
C 10.0915 20.8731 14.9153
C 10.7073 22.1548 14.2516
O 10.9144 19.9905 14.5910
H 9.0664 21.7639 16.5227
H 10.6699 21.1005 16.9771
H 9.2472 19.9705 16.6254
H 9.1005 20.6548 14.3748
H 10.0537 22.8922 14.5132
H 10.7988 21.9814 13.1668
H 11.7130 22.3309 14.5920
H 11.8122 20.2681 14.7859
C 15.9953 19.8648 10.4587
C 16.8870 18.7083 10.7700
C 17.2530 18.6565 12.1959
O 16.3614 17.5853 10.6002
H 15.8853 19.8051 9.3602
H 16.4444 20.8416 10.7298
H 15.0365 19.7239 10.9736
H 17.7730 18.8634 10.2473
H 17.9302 17.8077 12.5000
H 16.3349 18.7055 12.8269
H 17.8961 19.4391 12.4556
H 17.0554 16.8972 10.6774
C 13.7253 16.7856 16.9495
C 12.2956 17.2854 16.8443
C 12.1424 18.6365 17.5805
O 11.8060 17.4105 15.6829
H 14.4944 17.5002 16.6140
H 13.8742 15.8918 16.3711
H 13.9285 16.4914 18.0274
H 11.6745 16.5807 17.3662
H 11.0905 18.8771 17.8492
H 12.6836 19.4534 17.0518
H 12.6604 18.5831 18.5056
H 10.9287 17.9072 15.5847
C 12.2441 20.5273 9.2068
C 11.6867 21.6892 10.1002
C 12.7437 22.7718 10.3724
O 10.7477 22.3006 9.5716
H 13.3096 20.4075 9.3288
H 11.9678 20.8030 8.1781
H 11.8969 19.5192 9.4857
H 11.3299 21.3024 11.0736
H 12.4435 23.5434 11.0971
H 13.1039 23.3737 9.4837
H 13.6570 22.2564 10.6538
H 9.9360 21.8875 9.8412
*
```

Results
ΔE to the lowest compared entry with this formula, charge and spin in kJ/mol: 522.0
Largest force on an atom in hartree/bohr: 0.2022
Molar mass in g mol⁻¹: 332.52
E_LUMO in Ha: 0.0256
E_HOMO in eV: -9.461

Per-atom Mulliken charges, elementary charge units: -0.399, -0.594, 0.342, 0.361, -0.086, 0.332, -1.516, 0.428, 0.156, -0.275, 0.218, 0.343, 0.460, 0.137, -0.798, 0.057, 0.695, 0.046, -1.376, 0.656, -1.284, 0.024, 0.473, 0.227, 0.243, 0.261, 0.585, 0.064, 0.339, -0.064, -0.390, 0.166, -1.332, -0.509, 0.393, 0.332, -0.494, 0.423, 0.389, 0.106, 0.511, 0.403, -1.331, 0.489, -1.172, -0.556, 0.230, 0.324, 0.425, 0.244, 0.301, 0.071, 0.580, 0.262, -1.169, 1.416, -1.107, -0.531, 0.092, 0.496, 0.113, -0.403, 0.298, 0.349, 0.121, 0.402


[3]
A 9-piece molecular cluster, C16H45BF4NO7 overall in a non-equilibrium geometry. Source: OMol25; level of theory: wB97M-V/def2-TZVPD.

Geometry as ORCA input:
```
! RIJCOSX wB97M-V def2-TZVPD def2/J DEFGRID3
* xyz -1 1
B -0.1213 -0.1774 -0.2877
F -0.4593 0.7126 0.6973
F -1.2203 -0.4354 -1.0907
F 0.8957 0.4706 -1.1167
F 0.3867 -1.3224 0.2853
C -1.1763 4.2316 -0.2567
C 0.1647 4.8996 -0.4487
N 1.2087 5.3316 -0.4927
H -1.5983 4.4816 0.6253
H -1.8253 4.6806 -0.9847
H -0.8513 3.2176 -0.6727
C 0.1407 3.3726 -4.4607
C 0.2737 2.3576 -3.4017
O -0.9363 1.9876 -2.8157
H -0.4483 3.0706 -5.2957
H 0.9737 3.8356 -4.6497
H -0.7683 4.2086 -4.2517
H 1.0507 2.5056 -2.5427
H 0.4927 1.3296 -3.9437
H -0.6873 1.2826 -2.0757
C 5.0707 -0.9274 -2.6987
C 3.5437 -1.2374 -2.6557
O 3.0517 -1.1984 -1.4067
H 5.2047 0.2006 -2.4477
H 5.4657 -1.0024 -3.7427
H 5.4377 -1.6054 -2.1107
H 3.5277 -2.4174 -3.2337
H 2.8957 -0.7594 -3.5177
H 2.3657 -0.6304 -1.4217
C 3.4807 2.4776 0.3643
C 2.7847 1.6476 1.3613
O 3.5717 1.6086 2.5753
H 2.7807 2.3786 -0.5257
H 4.4287 2.0756 0.0973
H 3.7067 3.4606 0.6933
H 2.6917 0.5916 1.0183
H 1.7127 1.8586 1.2793
H 3.2557 0.7506 2.9873
C 2.6877 -4.2074 3.8003
C 2.0587 -3.7574 2.4433
O 2.1507 -2.3754 2.1213
H 2.0537 -3.7864 4.6103
H 3.5767 -3.8454 3.9223
H 2.4127 -5.2174 3.8613
H 1.0337 -4.0174 2.4083
H 2.4917 -4.3644 1.6413
H 1.3237 -2.2444 1.5173
C -5.3513 -1.2014 -3.9207
C -4.1613 -0.8824 -2.9957
O -3.2673 -1.8644 -2.8247
H -6.0463 -1.9504 -3.7197
H -4.8653 -1.3454 -4.8427
H -5.7423 -0.1254 -3.9707
H -4.6523 -0.5994 -1.9977
H -3.6233 0.0506 -3.3177
H -2.6403 -1.6344 -2.1497
C -2.2223 0.6376 4.4273
C -2.1273 1.6586 3.3053
O -0.8103 2.0606 3.1203
H -1.5323 -0.0774 4.3283
H -3.1733 0.0296 4.5083
H -1.8023 1.0586 5.3483
H -2.5323 2.4616 3.5873
H -2.6823 1.3446 2.4273
H -0.4873 1.6986 2.3913
C -3.2313 -3.2514 2.9763
C -2.2423 -2.3064 2.0593
O -2.0143 -2.8724 0.8593
H -4.0593 -3.5394 2.5243
H -3.2933 -2.7964 4.1213
H -2.5963 -4.2624 2.9703
H -1.2113 -2.1624 2.4523
H -2.6643 -1.2714 2.0403
H -1.2273 -2.3524 0.5303
*
```

Results
ΔE to the lowest compared entry with this formula, charge and spin in kJ/mol: 173.9
Largest force on an atom in hartree/bohr: 0.1665
Molar mass in g mol⁻¹: 450.34
E_LUMO in Ha: 0.1033
E_HOMO in eV: -7.054

Per-atom Mulliken charges, elementary charge units: 0.377, -0.228, -0.182, -0.524, -0.297, -0.521, 0.270, -0.472, 0.464, 0.349, -0.097, -1.539, 0.766, -0.600, 0.409, 0.476, 0.198, -0.207, 0.093, 0.254, -1.077, -0.084, -0.286, 0.228, 0.331, 0.336, 0.190, 0.246, 0.116, -0.942, 0.862, -0.637, 0.002, 0.341, 0.345, -0.207, -0.188, 0.360, -1.431, 0.008, -0.463, 0.294, 0.448, 0.406, 0.221, 0.270, 0.359, -1.261, 0.147, -0.542, 0.369, 0.332, 0.306, 0.220, 0.075, 0.374, -1.198, -0.467, -0.599, 0.364, 0.292, 0.360, 0.588, 0.279, 0.424, -1.166, 0.350, -0.612, 0.450, 0.224, 0.237, 0.095, 0.055, 0.268